Below is an isolated molecule of C14H14O3, with properties calculated with wB97M-V/def2-TZVPD.

Calculated values
HOMO = -0.3613 Eh
energy relative to the best compared isomer or geometry (same formula, charge and spin) = 23.3 kcal/mol
SMILES = CCCOCC1=CC(=O)c2ccccc2C1=O
gap between HOMO and LUMO = 8.8 eV
total charge = 0
largest force on an atom = 0.7 eV/Å
LUMO = -1.06 eV
spin multiplicity = 1

Each line ends with the natural charge from an NBO analysis.
Geometry (Å):
C (4.078, -1.152, 0.706)  -0.60
C (4.386, 0.338, 0.632)  -0.42
C (3.133, 1.228, 0.510)  -0.06
O (1.993, 0.466, 0.102)  -0.55
C (1.216, 1.072, -0.918)  -0.09
C (-0.123, 0.395, -0.906)  -0.07
C (-0.212, -0.912, -1.154)  -0.20
C (-1.522, -1.595, -1.131)  0.50
O (-1.696, -2.643, -1.704)  -0.50
C (-2.624, -0.915, -0.408)  -0.05
C (-3.751, -1.629, 0.000)  -0.19
C (-4.771, -0.961, 0.682)  -0.19
C (-4.677, 0.409, 0.932)  -0.20
C (-3.558, 1.126, 0.504)  -0.15
C (-2.527, 0.456, -0.157)  -0.15
C (-1.323, 1.202, -0.600)  0.53
O (-1.322, 2.402, -0.693)  -0.51
H (4.990, -1.695, 0.943)  0.21
H (3.346, -1.387, 1.472)  0.21
H (3.720, -1.532, -0.245)  0.21
H (5.012, 0.518, -0.238)  0.20
H (4.919, 0.618, 1.536)  0.20
H (2.908, 1.681, 1.474)  0.17
H (3.301, 2.021, -0.215)  0.17
H (1.700, 0.917, -1.886)  0.18
H (1.110, 2.144, -0.764)  0.20
H (0.665, -1.488, -1.398)  0.23
H (-3.794, -2.684, -0.219)  0.24
H (-5.636, -1.518, 1.007)  0.22
H (-5.463, 0.931, 1.454)  0.22
H (-3.478, 2.186, 0.683)  0.23



Below is a structure of composition C14H15BrNO2ReS, with properties calculated with wB97M-V/def2-TZVPD.

Calculated values
HOMO (alpha / beta) = -0.7357 / -0.7351 Eh
energy relative to the best compared isomer or geometry (same formula, charge and spin) = 15.5 kcal/mol
⟨S²⟩ = 0.763
gap between HOMO and LUMO (alpha / beta) = 5.9 / 6.3 eV
total charge = +3
largest force on an atom = 4.4 eV/Å
LUMO (alpha / beta) = -14.17 / -13.72 eV
spin multiplicity = 2

Each line ends with the Löwdin spin population.
Geometry (Å):
Re (-0.014, 0.726, 0.269)  0.90
C (-1.487, 2.671, 1.756)  0.01
C (-2.310, 2.572, 0.627)  0.04
C (-1.756, 2.668, -0.660)  0.00
C (-0.374, 2.889, -0.830)  0.01
C (0.466, 2.991, 0.310)  0.00
C (-0.099, 2.848, 1.608)  -0.01
H (-1.927, 2.670, 2.746)  0.00
H (-3.382, 2.495, 0.749)  0.00
H (-2.409, 2.663, -1.524)  0.00
H (0.011, 3.155, -1.807)  0.00
H (1.478, 3.378, 0.206)  0.00
H (0.510, 3.033, 2.485)  0.00
Br (0.267, 0.216, -3.184)  0.00
C (-0.550, -1.167, -2.173)  0.01
C (-1.068, -2.290, -2.810)  0.00
C (-1.613, -3.309, -2.047)  0.02
C (-1.636, -3.172, -0.654)  0.00
C (-1.104, -2.025, -0.108)  0.01
N (-0.567, -1.010, -0.831)  0.01
C (-1.038, -1.788, 1.409)  0.00
O (-1.422, -2.569, 2.211)  0.01
O (-0.464, -0.627, 1.623)  0.00
H (-1.034, -2.359, -3.892)  0.00
H (-2.004, -4.204, -2.520)  0.00
H (-2.054, -3.936, -0.009)  0.00
C (2.494, -0.838, 2.141)  0.00
S (2.459, 0.340, 0.795)  -0.01
C (3.137, -0.582, -0.587)  0.00
H (2.298, -1.856, 1.815)  0.00
H (1.782, -0.535, 2.909)  0.00
H (3.490, -0.795, 2.586)  0.00
H (4.227, -0.565, -0.495)  0.00
H (2.887, -0.074, -1.516)  0.00
H (2.806, -1.615, -0.598)  0.00



Below is a structure of composition C14H15CdF6N4O10S2, with properties calculated with wB97M-V/def2-TZVPD.

Calculated values
HOMO = -0.2326 Eh
energy relative to the best compared isomer or geometry (same formula, charge and spin) = 7.4 kcal/mol
gap between HOMO and LUMO = 8.7 eV
total charge = -1
largest force on an atom = 0.6 eV/Å
LUMO = 2.36 eV
spin multiplicity = 1

Each line ends with the natural charge from an NBO analysis.
Geometry (Å):
Cd (-0.994, -0.339, -0.359)  1.75
O (-2.318, 1.663, -0.489)  -0.77
C (-3.306, 1.538, 0.542)  -0.08
C (-2.761, 0.941, 1.834)  -0.26
N (-2.121, -0.374, 1.669)  -0.54
C (-3.101, -1.456, 1.495)  -0.35
C (-3.635, -1.655, 0.051)  0.76
O (-4.779, -2.075, -0.054)  -0.68
O (-2.812, -1.435, -0.910)  -0.88
C (-1.113, -0.618, 2.714)  -0.35
C (0.353, -0.300, 2.322)  0.78
O (1.189, -0.489, 3.190)  -0.67
O (0.572, 0.114, 1.126)  -0.93
H (-1.596, 2.244, -0.189)  0.51
H (-4.090, 0.912, 0.121)  0.20
H (-3.723, 2.523, 0.762)  0.18
H (-3.589, 0.863, 2.552)  0.18
H (-2.010, 1.623, 2.239)  0.24
H (-3.961, -1.339, 2.162)  0.20
H (-2.606, -2.398, 1.739)  0.21
H (-1.124, -1.673, 2.984)  0.22
H (-1.329, -0.045, 3.618)  0.21
F (1.509, 5.490, 1.876)  -0.31
C (1.011, 4.892, 0.797)  0.71
F (-0.231, 5.342, 0.595)  -0.32
F (1.752, 5.227, -0.256)  -0.31
S (0.998, 3.075, 1.081)  2.29
O (-0.101, 2.904, 1.984)  -0.94
O (2.327, 2.722, 1.458)  -0.89
N (0.572, 2.649, -0.411)  -1.28
S (1.279, 1.639, -1.378)  2.28
O (2.583, 1.128, -1.066)  -0.93
O (0.317, 0.680, -1.929)  -1.02
C (1.528, 2.760, -2.810)  0.72
F (1.933, 2.051, -3.870)  -0.32
F (0.402, 3.391, -3.134)  -0.31
F (2.462, 3.662, -2.521)  -0.31
N (4.211, -1.512, -1.343)  -0.81
C (3.791, -2.759, -1.647)  0.66
O (4.518, -3.595, -2.159)  -0.63
C (2.358, -3.088, -1.332)  -0.21
C (1.863, -4.339, -1.675)  -0.10
C (0.523, -4.619, -1.460)  -0.27
C (-0.288, -3.628, -0.930)  0.06
N (0.191, -2.440, -0.568)  -0.55
C (1.487, -2.187, -0.750)  0.14
H (5.150, -1.274, -1.613)  0.40
H (3.604, -0.762, -1.048)  0.43
H (2.539, -5.062, -2.113)  0.24
H (0.105, -5.583, -1.716)  0.22
H (-1.355, -3.769, -0.802)  0.22
H (1.814, -1.220, -0.381)  0.22



Below is a structure of composition C14H15CdF6N4O10S2, with properties calculated with wB97M-V/def2-TZVPD.

Calculated values
HOMO = -0.2425 Eh
energy relative to the best compared isomer or geometry (same formula, charge and spin) = 1.2 kcal/mol
gap between HOMO and LUMO = 9.2 eV
total charge = -1
largest force on an atom = 0.3 eV/Å
LUMO = 2.61 eV
spin multiplicity = 1

Each line ends with the natural charge from an NBO analysis.
Geometry (Å):
Cd (-0.297, -0.579, 0.023)  1.77
O (-1.420, -2.590, 1.311)  -0.74
C (-0.840, -2.835, 2.580)  -0.07
C (-0.311, -1.555, 3.198)  -0.25
N (0.612, -0.863, 2.306)  -0.52
C (1.919, -1.509, 2.176)  -0.35
C (2.479, -1.527, 0.732)  0.77
O (3.699, -1.571, 0.615)  -0.68
O (1.627, -1.540, -0.223)  -0.89
C (0.715, 0.548, 2.669)  -0.36
C (-0.537, 1.363, 2.281)  0.79
O (-0.622, 2.499, 2.761)  -0.74
O (-1.341, 0.830, 1.451)  -0.86
H (-2.257, -2.120, 1.412)  0.49
H (-0.040, -3.554, 2.408)  0.18
H (-1.566, -3.295, 3.258)  0.17
H (0.160, -1.784, 4.168)  0.18
H (-1.155, -0.888, 3.381)  0.22
H (1.841, -2.558, 2.467)  0.21
H (2.666, -1.045, 2.825)  0.20
H (1.545, 0.991, 2.110)  0.23
H (0.922, 0.692, 3.737)  0.20
F (0.577, -0.846, -5.224)  -0.31
C (-0.483, -1.531, -4.788)  0.72
F (-1.229, -1.871, -5.839)  -0.31
F (-0.054, -2.643, -4.197)  -0.31
S (-1.426, -0.465, -3.619)  2.27
O (-0.493, -0.228, -2.542)  -0.97
O (-1.850, 0.640, -4.417)  -0.91
N (-2.655, -1.398, -3.257)  -1.23
S (-2.983, -1.965, -1.837)  2.27
O (-4.363, -2.306, -1.721)  -0.91
O (-2.407, -1.193, -0.742)  -1.03
C (-2.108, -3.600, -1.765)  0.72
F (-0.806, -3.425, -1.578)  -0.30
F (-2.598, -4.337, -0.770)  -0.31
F (-2.302, -4.256, -2.911)  -0.31
N (-0.533, 4.975, 1.195)  -0.82
C (0.448, 5.113, 0.274)  0.66
O (0.854, 6.192, -0.129)  -0.64
C (1.031, 3.825, -0.232)  -0.19
C (2.340, 3.800, -0.692)  -0.11
C (2.891, 2.591, -1.085)  -0.26
C (2.120, 1.442, -0.988)  0.06
N (0.854, 1.468, -0.570)  -0.55
C (0.317, 2.637, -0.223)  0.07
H (-0.878, 5.826, 1.606)  0.39
H (-0.672, 4.108, 1.718)  0.44
H (2.900, 4.726, -0.729)  0.23
H (3.910, 2.527, -1.439)  0.22
H (2.519, 0.465, -1.235)  0.24
H (-0.718, 2.616, 0.089)  0.23



Below is a structure of composition C14H15HfNSe, with properties calculated with wB97M-V/def2-TZVPD.

Calculated values
HOMO = -0.2784 Eh
gap between HOMO and LUMO = 7.5 eV
total charge = 0
largest force on an atom = 6.5 eV/Å
LUMO = -0.03 eV
spin multiplicity = 1

Each line ends with the natural charge from an NBO analysis.
Geometry (Å):
C (0.893, -1.142, -1.811)  -0.27
C (-0.461, -1.339, -2.236)  -0.35
C (-1.105, -2.206, -1.305)  -0.39
C (-0.149, -2.530, -0.271)  -0.41
C (1.088, -1.855, -0.582)  -0.35
Hf (-0.692, -0.207, -0.006)  1.83
C (-1.611, 1.665, -0.882)  -0.90
C (-0.069, 1.749, -0.917)  0.00
C (0.749, 2.334, -1.911)  -0.41
N (0.728, 1.243, 0.116)  -1.00
H (-2.106, -2.648, -1.410)  0.26
H (-0.877, -0.969, -3.169)  0.26
H (-0.298, -3.253, 0.545)  0.27
H (2.028, -1.944, -0.047)  0.25
H (1.662, -0.601, -2.352)  0.25
H (-2.165, 1.526, -1.821)  0.24
H (1.544, 1.582, 0.615)  0.42
H (-2.106, 2.228, -0.119)  0.25
H (0.315, 3.007, -2.627)  0.20
H (1.805, 2.100, -1.857)  0.19
Se (-2.443, -0.303, 1.958)  -0.16
C (-1.103, 0.069, 3.297)  -0.16
C (-1.442, 1.067, 4.256)  -0.24
C (-0.571, 1.289, 5.329)  -0.19
C (0.631, 0.567, 5.442)  -0.23
C (0.981, -0.345, 4.444)  -0.22
C (0.139, -0.598, 3.359)  -0.20
H (-2.367, 1.634, 4.136)  0.23
H (-0.848, 2.049, 6.077)  0.22
H (1.274, 0.745, 6.290)  0.22
H (1.925, -0.866, 4.510)  0.21
H (0.416, -1.292, 2.582)  0.20



Below is a structure of composition C14H15NO3Ti, with properties calculated with wB97M-V/def2-TZVPD.

Calculated values
HOMO (alpha / beta) = 0.0938 / -0.0130 Eh
energy relative to the best compared isomer or geometry (same formula, charge and spin) = 4.1 kcal/mol
⟨S²⟩ = 2.031
gap between HOMO and LUMO (alpha / beta) = 2.7 / 5.5 eV
total charge = -2
largest force on an atom = 4.2 eV/Å
LUMO (alpha / beta) = 5.30 / 5.16 eV
spin multiplicity = 3

Each line ends with the Löwdin spin population.
Geometry (Å):
C (-0.637, 0.457, -3.713)  0.02
C (0.766, 0.502, -3.408)  0.00
C (0.973, 1.405, -2.345)  0.01
C (-0.291, 1.952, -1.967)  0.00
C (-1.278, 1.462, -2.897)  0.01
Ti (-1.158, -0.211, -1.476)  0.94
N (-2.896, 0.330, -1.146)  -0.09
C (1.279, -2.218, -2.188)  0.03
C (2.566, -1.872, -2.091)  0.02
H (1.940, 1.701, -1.932)  0.00
H (1.551, -0.060, -3.911)  0.00
H (-0.442, 2.778, -1.274)  0.00
H (-2.300, 1.809, -2.990)  0.00
H (-1.103, -0.098, -4.526)  0.01
H (3.114, -1.324, -2.867)  0.00
H (0.799, -2.775, -1.381)  0.01
H (-3.838, 0.196, -0.773)  0.00
H (3.131, -2.122, -1.186)  0.00
H (0.709, -2.116, -3.114)  0.02
O (-0.797, 2.136, 2.269)  0.02
C (-0.494, 1.003, 2.928)  0.06
C (-0.450, 1.073, 4.325)  0.09
C (0.010, -0.025, 5.049)  0.20
C (0.409, -1.203, 4.401)  0.02
C (0.279, -1.326, 3.021)  0.15
C (-0.187, -0.237, 2.284)  0.12
C (-0.414, -0.311, 0.859)  0.15
O (-0.680, -1.376, 0.173)  0.09
O (-0.440, 0.792, 0.189)  0.09
H (-0.747, 1.907, 1.298)  0.00
H (-0.764, 2.000, 4.797)  0.00
H (0.046, 0.046, 6.135)  0.02
H (0.808, -2.040, 4.978)  0.00
H (0.537, -2.235, 2.477)  0.01



Please write out number 5 again, unchanged.
Below is a structure of composition C14H15HfNSe, with properties calculated with wB97M-V/def2-TZVPD.

Calculated values
HOMO = -0.2784 Eh
gap between HOMO and LUMO = 7.5 eV
total charge = 0
largest force on an atom = 6.5 eV/Å
LUMO = -0.03 eV
spin multiplicity = 1

Each line ends with the natural charge from an NBO analysis.
Geometry (Å):
C (0.893, -1.142, -1.811)  -0.27
C (-0.461, -1.339, -2.236)  -0.35
C (-1.105, -2.206, -1.305)  -0.39
C (-0.149, -2.530, -0.271)  -0.41
C (1.088, -1.855, -0.582)  -0.35
Hf (-0.692, -0.207, -0.006)  1.83
C (-1.611, 1.665, -0.882)  -0.90
C (-0.069, 1.749, -0.917)  0.00
C (0.749, 2.334, -1.911)  -0.41
N (0.728, 1.243, 0.116)  -1.00
H (-2.106, -2.648, -1.410)  0.26
H (-0.877, -0.969, -3.169)  0.26
H (-0.298, -3.253, 0.545)  0.27
H (2.028, -1.944, -0.047)  0.25
H (1.662, -0.601, -2.352)  0.25
H (-2.165, 1.526, -1.821)  0.24
H (1.544, 1.582, 0.615)  0.42
H (-2.106, 2.228, -0.119)  0.25
H (0.315, 3.007, -2.627)  0.20
H (1.805, 2.100, -1.857)  0.19
Se (-2.443, -0.303, 1.958)  -0.16
C (-1.103, 0.069, 3.297)  -0.16
C (-1.442, 1.067, 4.256)  -0.24
C (-0.571, 1.289, 5.329)  -0.19
C (0.631, 0.567, 5.442)  -0.23
C (0.981, -0.345, 4.444)  -0.22
C (0.139, -0.598, 3.359)  -0.20
H (-2.367, 1.634, 4.136)  0.23
H (-0.848, 2.049, 6.077)  0.22
H (1.274, 0.745, 6.290)  0.22
H (1.925, -0.866, 4.510)  0.21
H (0.416, -1.292, 2.582)  0.20



Question: Which of these has the lowest largest force on an atom?
Answer: number 4